{
  "formula": "C79H174B5F20N11O11",
  "method": "ωB97M-V/def2-TZVPD",
  "symbols": ["C", "C", "C", "O", "C", "N", "H", "H", "H", "H", "H", "H", "H", "H", "H", "H", "H", "H", "C", "C", "C", "O", "C", "N", "H", "H", "H", "H", "H", "H", "H", "H", "H", "H", "H", "H", "C", "C", "C", "O", "C", "N", "H", "H", "H", "H", "H", "H", "H", "H", "H", "H", "H", "H", "C", "C", "C", "O", "C", "N", "H", "H", "H", "H", "H", "H", "H", "H", "H", "H", "H", "H", "C", "C", "C", "C", "C", "C", "N", "O", "C", "C", "C", "H", "H", "H", "H", "H", "H", "H", "H", "H", "H", "H", "H", "H", "H", "H", "H", "H", "H", "C", "C", "C", "C", "C", "C", "N", "O", "C", "C", "C", "H", "H", "H", "H", "H", "H", "H", "H", "H", "H", "H", "H", "H", "H", "H", "H", "H", "H", "C", "C", "C", "C", "C", "C", "N", "O", "C", "C", "C", "H", "H", "H", "H", "H", "H", "H", "H", "H", "H", "H", "H", "H", "H", "H", "H", "H", "H", "C", "C", "C", "C", "C", "C", "N", "O", "C", "C", "C", "H", "H", "H", "H", "H", "H", "H", "H", "H", "H", "H", "H", "H", "H", "H", "H", "H", "H", "C", "C", "C", "C", "C", "C", "N", "O", "C", "C", "C", "H", "H", "H", "H", "H", "H", "H", "H", "H", "H", "H", "H", "H", "H", "H", "H", "H", "H", "C", "C", "C", "C", "C", "C", "N", "O", "C", "C", "C", "H", "H", "H", "H", "H", "H", "H", "H", "H", "H", "H", "H", "H", "H", "H", "H", "H", "H", "C", "C", "C", "C", "C", "C", "N", "O", "C", "C", "C", "H", "H", "H", "H", "H", "H", "H", "H", "H", "H", "H", "H", "H", "H", "H", "H", "H", "H", "B", "F", "F", "F", "F", "B", "F", "F", "F", "F", "B", "F", "F", "F", "F", "B", "F", "F", "F", "F", "B", "F", "F", "F", "F"],
  "positions_angstrom": [[-17.31357, 15.11106, -4.06200], [-17.78925, 15.95629, -5.20625], [-18.13487, 15.03177, -6.41103], [-18.86178, 15.84830, -7.32343], [-17.96844, 16.65594, -8.08228], [-18.91134, 16.86047, -4.77942], [-19.74171, 16.41245, -4.41904], [-18.61758, 17.61099, -4.17072], [-19.28201, 17.27774, -5.62120], [-17.13612, 15.70483, -3.16531], [-16.37452, 14.65458, -4.37490], [-18.01422, 14.32796, -3.77225], [-17.01446, 16.68631, -5.44050], [-18.80477, 14.19632, -6.20761], [-17.26948, 14.53062, -6.84470], [-17.34186, 17.28165, -7.44668], [-18.49908, 17.28232, -8.79934], [-17.47576, 15.89742, -8.69057], [-22.55102, 19.93011, -15.05149], [-23.51183, 18.78177, -15.31691], [-24.73606, 18.70041, -14.38180], [-25.78112, 17.88262, -14.90971], [-26.86082, 17.74062, -14.02090], [-24.09236, 19.08605, -16.73170], [-24.83469, 18.46065, -17.01080], [-24.53237, 19.99210, -16.65704], [-23.38231, 19.07702, -17.44993], [-23.03364, 20.76129, -14.53737], [-22.05289, 20.36020, -15.92039], [-21.81223, 19.60430, -14.31927], [-23.03252, 17.80405, -15.36621], [-25.14421, 19.68159, -14.13929], [-24.38906, 18.32850, -13.41775], [-27.53062, 16.88074, -14.02895], [-27.56417, 18.56448, -14.14200], [-26.48000, 17.82085, -13.00274], [-29.10932, 13.01899, -10.45555], [-27.75948, 12.82429, -11.08069], [-26.70704, 13.62833, -10.34378], [-25.37973, 13.52489, -10.82889], [-25.14269, 13.99607, -12.17386], [-27.50017, 11.29410, -11.12536], [-28.34792, 10.76021, -11.25339], [-26.78674, 11.03419, -11.79137], [-27.18348, 10.92919, -10.23843], [-29.41799, 14.06110, -10.53811], [-29.01784, 12.91845, -9.37406], [-29.85176, 12.30860, -10.81916], [-27.83628, 13.13222, -12.12347], [-26.54681, 13.28676, -9.32116], [-27.02597, 14.66842, -10.41140], [-24.85771, 13.15159, -12.80134], [-24.34770, 14.72781, -12.31747], [-25.97875, 14.53850, -12.61532], [-22.87790, 24.37304, -8.03529], [-21.95233, 23.16249, -7.66042], [-20.57376, 23.00994, -8.36470], [-19.81333, 24.09476, -7.91799], [-18.69488, 24.31973, -8.75049], [-21.62632, 23.17504, -6.20244], [-21.20338, 22.28943, -5.96384], [-21.02633, 23.91132, -5.85892], [-22.54003, 23.13486, -5.77392], [-23.76680, 24.39257, -7.40477], [-23.23037, 24.41980, -9.06568], [-22.36632, 25.33428, -7.98631], [-22.49588, 22.22538, -7.78080], [-20.71610, 22.96372, -9.44437], [-20.03790, 22.13167, -8.00471], [-18.55549, 25.40034, -8.78158], [-18.79644, 23.98029, -9.78129], [-17.71422, 23.90533, -8.51667], [-17.33061, 17.48775, -13.98498], [-17.07731, 18.56313, -12.99078], [-17.08362, 19.93057, -13.79712], [-17.33074, 21.14273, -12.91941], [-18.70694, 21.04530, -12.28207], [-18.76641, 19.88906, -11.25427], [-18.24780, 18.63458, -11.98379], [-18.33996, 17.39328, -11.30634], [-20.27670, 19.62360, -10.91183], [-17.82766, 20.26459, -10.04944], [-15.73072, 18.54444, -12.26611], [-16.40947, 17.37240, -14.55620], [-18.28758, 17.66474, -14.47588], [-17.60511, 16.55274, -13.49662], [-17.96915, 19.93740, -14.43265], [-16.19277, 20.04863, -14.41401], [-17.22641, 22.01283, -13.56759], [-16.55838, 21.12906, -12.15040], [-19.52125, 20.97177, -13.00289], [-18.89745, 21.91201, -11.64914], [-20.46039, 18.75308, -10.28210], [-20.79435, 19.48473, -11.86096], [-20.68700, 20.51279, -10.43319], [-18.14167, 19.78250, -9.12365], [-17.92225, 21.31546, -9.77593], [-16.83543, 19.81410, -10.07476], [-14.83074, 18.55996, -12.88085], [-15.64329, 17.54614, -11.83733], [-15.48038, 19.21442, -11.44358], [-30.02575, 19.41133, -8.45036], [-30.64634, 18.45526, -9.50629], [-29.61388, 17.33292, -9.82916], [-29.51011, 16.37136, -8.67088], [-30.92495, 15.69416, -8.56793], [-32.06475, 16.64369, -8.12806], [-31.96277, 17.86133, -9.02019], [-32.94388, 18.81359, -8.85908], [-31.77952, 17.08911, -6.66443], [-33.40547, 15.91665, -8.22845], [-30.90504, 19.20142, -10.86322], [-30.74586, 20.07194, -7.96752], [-29.27638, 20.03335, -8.93987], [-29.53204, 18.84961, -7.65738], [-28.61635, 17.73403, -10.00843], [-30.00589, 16.70996, -10.63313], [-29.25395, 16.75475, -7.68322], [-28.75948, 15.59887, -8.83796], [-30.88130, 14.88076, -7.84364], [-31.16124, 15.12958, -9.46988], [-32.44987, 17.89011, -6.35277], [-30.76175, 17.42381, -6.46386], [-32.00792, 16.30734, -5.94002], [-33.54470, 15.69392, -9.28633], [-34.30287, 16.49410, -8.00632], [-33.39079, 15.02486, -7.60189], [-31.76724, 19.85955, -10.75562], [-31.15529, 18.47826, -11.63943], [-29.99284, 19.64197, -11.26560], [-28.90876, 15.73404, -2.35492], [-27.88585, 16.13130, -1.32349], [-26.41238, 15.83651, -1.78534], [-25.82610, 16.78712, -2.84293], [-25.83206, 18.18641, -2.19668], [-27.27877, 18.69702, -1.85967], [-28.03089, 17.61892, -1.05992], [-29.09651, 18.01011, -0.24954], [-28.14230, 19.04248, -3.11783], [-27.15938, 20.01754, -1.06138], [-28.12034, 15.32599, -0.06811], [-28.76038, 16.10296, -3.36980], [-29.95023, 15.88899, -2.07311], [-28.92092, 14.66718, -2.57801], [-26.34910, 14.79494, -2.10034], [-25.71004, 15.87653, -0.95275], [-26.41286, 16.66155, -3.75291], [-24.82276, 16.49179, -3.14984], [-25.28994, 18.87559, -2.84416], [-25.14239, 18.19735, -1.35269], [-27.93357, 20.02359, -3.54438], [-29.19236, 19.15917, -2.84982], [-28.07778, 18.32367, -3.93470], [-26.61280, 20.73755, -1.67040], [-26.72828, 20.02268, -0.06027], [-28.13578, 20.42038, -0.79215], [-27.46361, 15.43478, 0.79501], [-28.08683, 14.26259, -0.30505], [-29.10504, 15.52255, 0.35594], [-20.83681, 9.48678, -12.19114], [-20.92223, 10.94334, -11.76099], [-22.15691, 11.21686, -10.90618], [-22.10307, 12.44189, -10.00754], [-20.94790, 12.47727, -9.09157], [-19.54384, 12.33022, -9.77489], [-19.63501, 11.33281, -10.91094], [-18.49777, 11.06020, -11.63793], [-18.43708, 11.70954, -8.79739], [-19.08642, 13.66561, -10.44650], [-20.92794, 11.81277, -13.03971], [-19.91794, 9.27992, -12.73976], [-21.69437, 9.40548, -12.85905], [-20.83425, 8.73959, -11.39755], [-22.47690, 10.37972, -10.28577], [-23.06093, 11.32216, -11.50599], [-23.04013, 12.50868, -9.45476], [-22.02936, 13.30143, -10.67377], [-21.08673, 11.67159, -8.37067], [-20.89666, 13.41938, -8.54574], [-18.46516, 12.24496, -7.84837], [-17.39198, 11.66534, -9.10386], [-18.87906, 10.72628, -8.63630], [-19.13304, 14.56933, -9.83886], [-19.77332, 13.86156, -11.26983], [-18.10331, 13.61408, -10.91441], [-21.80527, 11.57607, -13.64167], [-20.07604, 11.73035, -13.71468], [-21.06412, 12.88488, -12.89781], [-28.98288, 23.65398, -8.87238], [-28.59211, 24.25681, -7.58235], [-29.06995, 25.75607, -7.56561], [-29.14452, 26.37716, -6.17724], [-30.17088, 25.58837, -5.35310], [-29.72084, 24.12678, -5.02534], [-29.19251, 23.48405, -6.37303], [-29.16597, 22.05935, -6.46277], [-31.00363, 23.40870, -4.47602], [-28.56671, 24.12188, -4.04414], [-27.07546, 24.20535, -7.48823], [-28.41216, 24.03990, -9.71702], [-30.07023, 23.70759, -8.92616], [-28.75224, 22.58882, -8.85338], [-30.01993, 25.96777, -8.05636], [-28.39998, 26.22332, -8.28736], [-29.53989, 27.37351, -6.37490], [-28.23709, 26.61026, -5.62017], [-31.18478, 25.55118, -5.75149], [-30.42559, 26.03103, -4.39015], [-31.12000, 23.64452, -3.41823], [-31.02425, 22.32857, -4.62089], [-31.86853, 23.52302, -5.12948], [-28.82908, 24.65300, -3.12917], [-27.68700, 24.58160, -4.49454], [-28.34347, 23.09165, -3.76685], [-26.57335, 24.73217, -6.67678], [-26.60259, 24.62232, -8.37740], [-26.63555, 23.21129, -7.40808], [-24.35212, 15.48040, -7.14226], [-23.51132, 16.65530, -7.63891], [-23.39088, 16.75253, -9.18583], [-24.69117, 17.23936, -9.81110], [-24.86331, 18.71790, -9.29506], [-25.08540, 18.72027, -7.73207], [-24.05519, 17.87603, -7.02633], [-23.74714, 18.19503, -5.71632], [-26.46290, 18.17738, -7.32278], [-24.95454, 20.16259, -7.38156], [-22.13762, 16.39208, -7.08769], [-23.73467, 14.58238, -7.12201], [-25.19068, 15.25188, -7.80005], [-24.72492, 15.61289, -6.12661], [-23.10892, 15.78547, -9.60224], [-22.57638, 17.37698, -9.55290], [-25.56509, 16.66556, -9.50271], [-24.74474, 17.11777, -10.89298], [-25.67525, 19.18703, -9.85075], [-24.00464, 19.31206, -9.60774], [-26.62918, 18.16434, -6.24561], [-26.44642, 17.15095, -7.68923], [-27.24855, 18.67172, -7.89415], [-23.99621, 20.67007, -7.49192], [-25.35216, 20.34167, -6.38260], [-25.63318, 20.77921, -7.97090], [-21.65582, 15.52764, -7.54457], [-22.15236, 16.26944, -6.00471], [-21.48371, 17.22046, -7.36021], [-25.18624, 12.48979, -5.17392], [-25.63718, 11.10036, -5.55661], [-24.55392, 10.01272, -5.16095], [-24.42505, 9.68966, -3.66612], [-25.78821, 9.36961, -3.02377], [-26.93705, 10.38617, -3.36390], [-26.90831, 10.76294, -4.86354], [-28.08994, 11.11246, -5.55141], [-26.80660, 11.65335, -2.43345], [-28.28366, 9.77836, -3.05761], [-25.77992, 11.04704, -7.12756], [-24.19104, 12.66016, -5.58461], [-25.03911, 12.65249, -4.10623], [-25.87346, 13.25541, -5.53401], [-23.58793, 10.42223, -5.45637], [-24.51821, 9.08373, -5.72998], [-23.99856, 10.50639, -3.08374], [-23.85970, 8.76410, -3.55749], [-25.66865, 9.10273, -1.97373], [-26.14073, 8.39037, -3.34769], [-27.24032, 12.51736, -2.93691], [-25.75320, 11.89745, -2.29610], [-27.10298, 11.49712, -1.39621], [-28.35293, 9.60027, -1.98450], [-28.56252, 8.87044, -3.59242], [-29.12697, 10.43469, -3.27249], [-26.68564, 11.57365, -7.42834], [-25.99245, 10.04432, -7.49836], [-24.88223, 11.33684, -7.67369], [-21.54051, 13.33554, -4.81629], [-21.82924, 13.32521, -6.16868], [-21.28080, 12.05386, -4.32127], [-20.49059, 14.24726, -4.54393], [-22.63863, 13.83748, -4.21373], [-25.09041, 22.36533, -4.50058], [-24.78052, 23.27063, -3.54554], [-24.12369, 22.44177, -5.48900], [-25.24147, 21.11773, -4.01461], [-26.29448, 22.80477, -5.11864], [-20.61701, 19.99397, -6.06464], [-20.99224, 18.94343, -5.27666], [-19.57885, 19.68114, -6.86156], [-21.66787, 20.33731, -6.84081], [-20.28878, 21.06702, -5.26966], [-27.45681, 21.55112, -11.63388], [-27.67816, 20.31822, -11.11751], [-26.70437, 22.32514, -10.81922], [-26.67939, 21.46678, -12.81337], [-28.64415, 22.01445, -12.04988], [-28.43169, 14.94038, -5.75256], [-29.69641, 14.47773, -5.65249], [-27.68370, 14.52801, -4.67636], [-27.81078, 14.55567, -6.95769], [-28.36887, 16.27317, -5.72502]],
  "atomic_forces_ev_per_a": [[0.26, -0.13, 0.64], [0.54, -1.16, 0.60], [-1.24, 1.07, 0.36], [-0.30, 0.31, -0.46], [-0.45, -0.83, -0.64], [-0.51, -0.47, -1.29], [-0.23, -0.86, 0.74], [0.18, 0.16, 0.39], [-0.20, 0.72, -0.59], [0.25, 0.04, -0.03], [0.04, -0.08, 0.25], [-0.11, 0.00, -0.27], [0.14, -0.26, -0.36], [-0.18, 0.33, 0.83], [0.55, 0.62, -0.06], [0.31, -0.14, -0.26], [-0.42, 0.10, 0.41], [1.14, 0.53, -0.11], [0.05, 0.09, 1.33], [-1.34, 0.22, -1.22], [-0.39, 0.21, 0.27], [1.32, -0.75, -0.90], [-0.92, 1.41, 1.45], [0.07, -0.48, 1.10], [-0.42, -0.66, 0.09], [-0.07, 0.70, -0.30], [0.32, 0.22, -0.31], [-0.40, 0.06, -0.19], [0.05, -0.42, -0.10], [0.28, -0.10, -0.24], [0.04, 0.11, -0.29], [-0.01, 0.45, -0.23], [0.15, -0.34, 0.18], [0.87, -0.69, -1.00], [0.14, 0.37, 0.01], [-0.05, -0.02, 0.28], [-0.04, 0.23, 1.15], [-0.52, -0.42, -0.57], [1.14, -0.40, -0.29], [0.56, 0.29, -1.22], [-0.21, -0.11, -0.21], [0.47, 0.82, 0.70], [-0.58, -0.06, -0.80], [0.09, -0.14, -0.54], [0.44, 0.20, 0.77], [-0.22, -0.15, -0.55], [-0.09, -0.37, 0.24], [-0.16, 0.36, -0.15], [0.33, -0.23, -0.12], [-0.78, 0.27, 0.29], [-0.26, 0.11, 0.38], [-0.26, -0.09, -0.12], [0.44, -0.05, 1.00], [-0.50, -0.36, 0.11], [0.88, -0.05, -0.12], [0.38, 0.30, -0.84], [-1.10, 0.35, 1.11], [0.59, 0.08, -0.97], [0.81, 1.31, -0.61], [-0.94, -0.03, -0.70], [0.59, -0.53, 0.39], [0.02, 0.55, -0.18], [-0.63, 0.36, 1.10], [0.15, -0.08, 0.16], [0.07, -0.86, -0.14], [0.24, -0.06, 0.62], [-0.05, 0.16, -0.09], [0.10, 0.24, -0.24], [-0.41, -0.70, -0.18], [0.09, -0.04, -0.08], [-0.85, 0.04, -0.24], [-0.16, -0.43, 1.18], [-0.75, -1.55, 1.01], [-0.08, 3.82, -1.49], [-1.53, -0.18, 0.45], [0.49, -0.39, -0.10], [0.42, -0.06, 0.70], [-1.16, 0.12, -0.75], [2.42, -7.29, 5.73], [-0.40, 7.96, -4.28], [0.91, -0.06, -0.15], [-0.53, -1.84, 1.07], [0.72, -2.14, 1.53], [-0.54, -0.05, -0.52], [0.55, 0.55, -0.94], [0.84, -0.33, 0.23], [0.18, -0.40, -0.62], [-0.01, -0.36, 0.17], [-0.02, 0.20, 0.39], [0.00, 0.68, 0.10], [0.08, -0.05, -0.17], [-0.14, 0.22, -0.25], [0.28, 0.10, 0.12], [-0.13, 0.00, 0.02], [0.14, -0.02, 0.06], [-0.85, -0.30, -0.03], [0.46, 0.11, -0.74], [0.21, 0.91, -0.68], [-0.57, 0.41, -0.91], [-0.07, -0.21, 0.39], [-0.73, 0.37, -0.28], [-0.51, -0.13, 0.45], [1.23, 0.15, -2.25], [-0.52, -0.32, 1.47], [-1.57, -1.20, 0.32], [0.98, -0.44, 0.56], [0.76, -1.17, 0.09], [-4.75, 7.01, 3.28], [5.71, -6.36, -1.52], [-0.36, 1.06, 0.46], [-0.39, 0.74, -1.00], [-0.72, -0.74, 0.38], [-0.17, -0.04, -0.25], [-0.08, -0.12, -0.31], [-0.06, -0.05, -0.02], [-0.33, 0.55, -0.58], [0.33, 0.43, -0.59], [0.10, 0.39, -0.31], [-0.05, -0.06, -0.14], [-0.06, 0.25, 0.48], [-0.24, 0.48, -0.49], [-0.09, 0.20, -0.35], [-0.04, -0.15, -0.27], [0.13, -0.54, -0.55], [0.00, -0.65, 0.01], [0.33, 0.31, 0.51], [0.13, 0.06, -0.21], [0.45, 0.41, -0.17], [-0.33, -0.30, 0.15], [-0.02, 0.54, 0.64], [-1.31, -0.31, -1.54], [1.98, -0.46, 0.53], [0.57, 0.23, -0.36], [-0.80, -0.21, 0.59], [-0.11, -0.60, -1.07], [1.21, 1.11, 0.45], [-6.73, 2.48, 3.78], [7.42, -2.48, -5.32], [-0.65, -0.36, -0.16], [-0.88, 0.17, 0.77], [-1.02, -0.30, 1.35], [0.16, 0.65, 0.34], [0.13, 0.59, 0.39], [0.69, -0.22, 0.63], [-0.45, -0.01, -0.19], [-0.37, 0.13, 0.48], [-0.27, 0.56, -0.14], [0.17, -0.05, 0.42], [-0.78, 0.53, -0.32], [-0.55, -0.25, 0.61], [0.87, 0.01, 0.38], [-0.08, -0.38, 0.28], [0.11, -0.25, 0.22], [-0.06, -0.14, -0.09], [0.68, -0.84, -0.18], [-0.28, 0.08, -0.67], [0.53, 0.54, -0.43], [-0.03, 0.09, -0.31], [-0.18, -0.08, -0.25], [0.61, -0.04, -0.09], [0.07, -0.04, 0.54], [-0.88, -0.15, 0.89], [-0.29, 0.60, -1.51], [1.68, -0.67, 0.62], [1.29, -0.09, 0.65], [6.00, -0.49, -6.47], [-6.97, 1.58, 5.38], [-1.73, 0.22, -0.14], [-0.41, -0.18, -1.10], [-0.01, 0.93, -0.38], [-0.15, 0.24, -0.30], [0.07, -0.59, 0.06], [-0.49, 0.28, 0.21], [0.76, -0.50, 0.11], [0.31, 0.14, -0.72], [0.05, 0.14, 0.01], [-0.34, 0.42, -0.03], [0.33, 0.05, 0.31], [-0.03, -0.12, 0.20], [-0.27, 0.07, -0.05], [-0.37, 0.02, -0.64], [0.71, -0.26, 0.48], [-0.07, -0.51, 0.71], [-0.11, 0.12, -0.13], [0.08, -0.35, 0.29], [-0.06, -0.57, 0.21], [0.21, -0.49, 0.40], [0.15, 0.10, 0.63], [-0.99, -2.13, -0.12], [-0.08, 1.65, 0.68], [0.73, -0.57, 0.36], [-1.03, 0.80, -0.19], [0.32, -0.42, 0.18], [-1.78, 0.58, -0.57], [0.35, -8.12, -0.23], [-0.32, 9.65, 0.68], [0.75, -1.35, -1.38], [0.56, -0.62, -0.11], [1.95, -0.22, 0.68], [-0.42, 0.39, 0.15], [0.02, 0.27, -0.77], [0.15, -0.08, -0.14], [-0.39, -0.87, 0.16], [0.46, 0.27, 0.45], [-0.23, 0.13, 0.28], [0.29, -0.64, -0.21], [0.24, 0.00, -0.92], [0.66, 0.13, 0.27], [-0.29, 0.18, -0.32], [1.11, -0.39, 0.72], [-0.23, 1.40, 0.36], [-0.30, 0.19, -0.24], [0.01, -0.14, 0.29], [0.26, 0.09, -0.09], [-0.67, 0.21, 0.34], [-0.68, 0.16, -0.35], [-0.61, -0.27, -0.02], [-1.06, -0.86, -0.25], [1.49, -0.71, -0.24], [-1.14, -0.35, -0.49], [-0.13, 1.17, 0.45], [-0.16, -2.33, -0.70], [0.38, 1.58, -1.68], [1.01, 2.54, 7.27], [-1.98, -2.20, -8.81], [0.60, -1.27, -0.64], [-0.70, 1.68, 1.61], [1.37, 0.74, 0.38], [0.27, 0.18, 0.00], [-0.23, 0.22, 0.08], [0.04, 0.17, -0.03], [-0.18, -0.49, 0.56], [0.08, 0.46, 0.61], [0.06, -0.22, 0.40], [0.49, 0.44, -0.17], [-0.51, 0.14, 0.68], [0.31, -0.06, 0.50], [0.00, 0.24, -0.14], [-0.57, -0.27, 0.38], [0.21, 0.40, 0.23], [0.22, -0.70, 0.18], [0.52, 0.03, 0.29], [-0.21, -0.44, -0.53], [-0.51, -0.21, 0.07], [0.09, -0.10, -0.11], [0.07, 0.29, 0.31], [0.18, 0.99, 0.79], [1.11, -2.30, -1.80], [0.90, 0.47, 0.73], [-1.43, -0.01, 0.33], [-0.15, -0.72, -1.44], [-0.39, -0.77, 1.19], [-6.07, 3.52, -3.23], [7.54, -2.77, 4.85], [1.43, 0.66, -1.17], [-1.37, -0.03, -0.06], [-1.26, -0.67, 0.52], [-0.05, -0.22, -0.22], [-0.13, -0.20, -0.06], [-0.16, -0.12, -0.04], [0.00, 0.56, -0.04], [-1.16, -0.04, -0.17], [0.49, -0.06, -0.29], [0.46, 0.36, 0.07], [-0.30, 1.13, 0.38], [-0.06, -0.08, -0.70], [-0.46, 0.05, 0.41], [0.20, -0.02, -0.31], [-0.83, -0.45, -0.44], [0.25, -0.22, -0.08], [0.60, -0.21, -0.02], [0.22, 0.44, -0.01], [0.34, 0.72, -0.05], [0.13, -0.46, 0.48], [0.03, 0.51, 0.53], [0.60, -0.51, 1.13], [0.28, -0.34, -1.89], [0.28, 0.23, -0.52], [0.77, 0.13, -0.33], [-2.07, 0.88, 1.23], [-1.18, 1.87, -0.14], [0.43, 0.70, 1.29], [1.44, -0.44, -1.47], [-0.17, -1.98, 0.46], [-0.46, -0.55, -0.29], [-0.20, 0.15, 1.09], [-0.04, -1.75, 0.99], [2.24, -1.03, -1.48], [-2.21, 0.61, -1.74], [0.56, 1.03, 0.89], [1.00, 0.62, -2.50], [0.07, -2.85, 1.57], [0.42, 1.16, 2.04], [1.01, -0.99, -1.04], [-2.20, 1.40, 0.21], [0.81, -0.98, -0.15], [-1.53, -0.65, -0.23], [1.16, -1.40, 1.06], [0.38, -0.96, -0.88], [-0.38, 3.72, -0.07]],
  "lumo_ev": -14.611,
  "total_energy_ev": -181335.78609,
  "total_charge": 6
}